No. 1
143
Properties=species:S:1:pos:R:3 method="wB97M-V/def2-TZVPD" multiplicity=2 gap_ev="8.453 / 3.622"
C -19.6430 -8.8665 13.9354
O -18.3311 -9.4675 14.1713
O -19.4464 -8.3490 12.6284
C -20.7079 -9.9537 14.2762
F -20.3967 -11.0104 15.0143
F -21.7527 -9.4789 14.8850
F -21.2426 -10.4627 13.1628
C -17.6991 -9.2299 15.3298
C -16.8544 -10.4434 15.8103
H -16.2522 -10.7348 14.9498
H -16.2570 -10.2167 16.6934
H -17.5480 -11.2465 16.0595
H -18.2590 -8.9172 16.2112
H -17.0685 -8.3784 15.0743
H -19.7871 -8.1202 14.7168
C -17.6947 -9.7973 20.0625
O -18.5684 -10.5590 19.7905
N -17.5954 -8.6919 19.3536
N -16.8042 -9.8714 21.0039
H -18.1826 -8.5126 18.5516
H -16.9582 -7.9723 19.6638
H -16.8970 -10.6846 21.5956
H -16.1011 -9.1527 21.0998
C -23.2623 -13.4118 15.4808
O -23.5204 -14.3234 14.7074
N -23.0584 -12.2225 15.0655
N -23.2022 -13.3725 16.7476
H -22.6368 -11.4859 15.6131
H -23.0838 -12.1122 14.0618
H -22.7932 -12.5924 17.2417
H -23.3044 -14.2916 17.1537
C -22.2502 -6.1221 15.9751
O -21.2590 -6.2220 16.6158
N -22.7626 -4.9759 15.5710
N -22.9657 -7.0788 15.5045
H -23.6651 -5.0089 15.1187
H -22.2849 -4.1041 15.7494
H -23.5476 -6.8852 14.7019
H -22.7708 -8.0505 15.6988
C -14.1470 -5.7298 14.8570
O -13.5542 -5.1998 15.7781
N -14.5546 -6.9939 14.7894
N -14.7784 -5.0743 13.9390
H -14.3031 -7.5582 15.5884
H -15.0782 -7.3464 14.0010
H -14.8482 -4.0748 14.0660
H -15.1714 -5.5195 13.1220
C -19.4207 -10.4265 9.3653
O -19.6578 -10.7835 8.2493
N -20.2829 -10.4020 10.3148
N -18.3899 -9.8832 9.8848
H -21.2380 -10.4072 9.9864
H -20.0310 -9.8037 11.0886
H -18.4183 -9.3867 10.7639
H -17.6765 -9.7731 9.1784
C -23.1266 -6.9782 11.6418
O -24.1494 -6.3706 11.5245
N -22.7300 -8.0956 11.0271
N -22.2847 -6.6214 12.5194
H -21.7262 -8.2054 11.0032
H -23.3186 -8.6374 10.4106
H -21.5371 -7.2967 12.5905
H -22.4200 -5.8483 13.1551
C -21.8267 -9.8593 18.0187
O -22.1772 -10.9932 17.8830
N -20.5903 -9.4791 18.2300
N -22.6121 -8.8543 17.8330
H -20.0366 -10.2906 18.4645
H -20.2358 -8.5518 18.4159
H -23.5747 -8.9410 17.5397
H -22.0950 -7.9896 17.7618
C -20.5954 -14.6770 13.0887
O -20.3788 -15.3115 14.1353
N -20.7062 -15.1442 11.8897
N -20.6079 -13.3222 13.0709
H -20.3015 -16.0668 11.8192
H -20.8485 -14.5892 11.0580
H -20.7660 -12.9541 12.1437
H -20.4404 -12.6970 13.8462
C -17.8669 -6.3654 8.8285
O -16.7702 -6.8854 8.9910
N -18.2021 -5.4799 7.9430
N -18.8826 -6.7365 9.4880
H -19.1078 -5.0891 8.1596
H -17.4970 -4.9816 7.4189
H -19.7659 -6.3122 9.2434
H -18.8486 -7.4854 10.1648
C -14.2356 -8.1366 18.5905
O -13.8478 -8.8694 17.7059
N -14.9931 -7.0570 18.4109
N -14.1207 -8.4956 19.8247
H -15.2927 -6.5873 19.2534
H -15.2338 -6.7039 17.4958
H -13.5408 -9.2854 20.0696
H -14.6020 -7.8987 20.4821
C -15.7424 -8.8819 11.8423
O -14.7137 -8.8974 11.1868
N -16.1440 -9.8750 12.5138
N -16.5077 -7.8465 12.0258
H -15.6851 -10.7728 12.5723
H -16.9279 -9.6830 13.1211
H -16.1754 -6.9929 11.6002
H -17.3808 -7.8785 12.5324
C -18.7371 -13.5562 17.2179
O -17.5394 -13.7649 16.9264
N -19.8294 -13.8659 16.5316
N -19.0365 -12.8540 18.3093
H -20.7607 -13.7861 16.9142
H -19.6422 -14.4620 15.7381
H -19.9894 -12.6780 18.5939
H -18.2730 -12.5598 18.9016
C -15.8599 -14.5978 14.1700
O -15.0905 -15.2177 13.4764
N -15.5492 -13.4840 14.7107
N -17.0139 -15.0641 14.6289
H -16.1880 -13.0602 15.3682
H -14.6618 -13.0428 14.5159
H -17.4496 -14.6432 15.4370
H -17.2878 -16.0024 14.3745
C -17.3785 -5.3360 17.0781
O -17.8620 -6.3925 16.7328
N -16.7465 -4.5334 16.2789
N -17.4435 -4.9226 18.3102
H -16.7075 -4.8403 15.3175
H -16.4122 -3.6137 16.5289
H -17.2439 -3.9698 18.5792
H -18.0367 -5.5200 18.8681
C -12.9891 -10.8520 14.4085
O -13.5666 -11.7177 13.7206
N -11.6966 -10.8018 14.5159
N -13.6016 -9.8661 14.9518
H -11.2107 -10.0161 14.9242
H -11.1430 -11.3674 13.8884
H -13.0610 -9.1971 15.4811
H -14.5683 -9.7900 14.6690
C -18.6573 -4.7355 13.2140
O -18.2087 -3.6098 13.3124
N -19.5318 -5.2490 14.0468
N -18.3955 -5.5061 12.2264
H -19.6576 -6.2071 13.7530
H -19.6122 -4.9128 14.9958
H -18.7573 -6.4421 12.1117
H -17.7572 -5.0708 11.5759



No. 2
136
Properties=species:S:1:pos:R:3 method="wB97M-V/def2-TZVPD" charge=+1 gap_ev=7.869
C 0.0035 3.8981 -1.3730
O -0.3909 3.2095 -0.1817
C -1.3849 2.2475 -0.3918
N -1.0573 1.1215 0.4757
C -1.8760 0.1261 0.7151
N -3.0975 0.0032 0.1574
C -3.3419 -1.2649 -0.5787
C -2.9051 -2.4174 0.3236
C -1.4421 -2.1629 0.7034
C -0.6933 -3.2651 1.4256
C 0.8305 -3.0775 1.2958
C 1.3534 -3.1306 -0.1418
C 1.0288 -4.4964 -0.7894
C 2.8661 -2.8493 -0.1595
C 3.3593 -1.9651 -1.3162
C 2.9886 -2.4880 -2.6811
C 1.7863 -2.4428 -3.2751
C 0.7309 -1.4118 -2.9680
C 1.4107 -3.4524 -4.3354
N -1.4696 -0.9014 1.5399
H 0.1268 4.9543 -1.1383
H -0.7497 3.8238 -2.1543
H 0.9733 3.5326 -1.7175
H -1.4327 1.9326 -1.4374
H -2.3373 2.6835 -0.0655
H -0.1343 1.0895 0.9021
H -3.4443 0.8344 -0.3021
H -2.7866 -1.2977 -1.5174
H -4.4039 -1.3552 -0.7944
H -3.0282 -3.3879 -0.1522
H -3.4933 -2.3946 1.2442
H -0.9286 -1.9007 -0.2298
H -0.9957 -4.2479 1.0680
H -0.9385 -3.1920 2.4893
H 1.1433 -2.1364 1.7659
H 1.3153 -3.8787 1.8608
H 0.9004 -2.3387 -0.7352
H 1.8436 -4.8272 -1.4296
H 0.9123 -5.2351 0.0102
H 0.0971 -4.4578 -1.3569
H 3.1306 -2.3120 0.7560
H 3.4280 -3.7861 -0.1373
H 4.4493 -1.9589 -1.2449
H 3.0553 -0.9233 -1.1639
H 3.7855 -2.9716 -3.2421
H 0.5490 -0.8127 -3.8631
H -0.2278 -1.8758 -2.7001
H 1.0217 -0.7638 -2.1395
H 0.4128 -3.8378 -4.1209
H 2.1019 -4.2902 -4.2818
H 1.4142 -3.0101 -5.3362
H -0.5258 -0.7076 1.8716
O -2.4479 3.6692 2.6840
H -1.9818 3.0513 2.1171
H -2.5714 4.4613 2.1304
O -1.9724 -1.5082 4.3654
H -2.8099 -1.7927 4.7492
H -2.2244 -1.0996 3.5251
O 4.0919 -1.0514 2.7689
H 4.0490 -1.6016 3.5579
H 4.2274 -0.1659 3.1259
O 3.5637 -5.7203 -2.6464
H 3.4199 -6.6622 -2.8100
H 4.4675 -5.5638 -2.9446
O 1.9897 -0.1622 4.4655
H 1.1490 -0.4491 4.8387
H 1.7430 0.2962 3.6543
O -0.5028 6.1250 2.2155
H 0.1948 5.4845 2.0418
H -1.0573 5.6901 2.8780
O -3.1479 -0.5266 -3.8296
H -2.6851 -0.4996 -4.6735
H -3.3669 0.3979 -3.6547
O 4.6684 -4.3848 -5.9021
H 3.8543 -4.6209 -5.4446
H 4.3927 -3.7556 -6.5760
O 2.8680 -7.9852 -0.7668
H 3.0377 -7.0388 -0.6731
H 2.4826 -8.2490 0.0764
O 0.5348 8.7115 2.8637
H 0.3537 7.7800 2.6629
H 1.4398 8.8582 2.5652
O -1.6493 3.3500 -4.5477
H -1.7933 4.2560 -4.2279
H -0.7105 3.1874 -4.4039
O -0.6965 1.2455 3.8292
H -1.3348 0.5878 4.1465
H -1.1752 2.0878 3.8732
O -4.2223 5.4821 1.6371
H -4.8971 4.8796 1.9651
H -4.5121 6.3399 1.9741
O 3.5446 -8.5976 2.0602
H 4.1560 -8.4302 1.3305
H 4.1035 -8.6231 2.8439
O 1.2600 -9.1495 -3.1933
H 1.7636 -8.8578 -2.4275
H 1.0362 -10.0534 -2.9395
O 2.1799 1.3285 0.9859
H 2.6366 1.3957 0.1367
H 1.9719 2.2416 1.2187
O 1.7687 9.2115 0.0403
H 1.0087 9.0034 0.5955
H 1.4134 9.8202 -0.6166
O -6.0334 6.9804 3.4348
H -5.8203 7.9122 3.5976
H -6.4066 6.6744 4.2662
O -0.1557 5.5982 5.0897
H 0.0683 6.5249 5.2315
H -0.4852 5.2916 5.9410
O -5.4687 1.4282 -3.4719
H -5.8326 0.8424 -2.8007
H -6.1795 1.5146 -4.1159
O -2.1128 6.2548 -3.2003
H -2.5926 6.3039 -2.3667
H -1.6349 7.0909 -3.2546
O 2.2451 -10.9972 0.6358
H 2.1925 -11.6749 1.3165
H 2.6517 -10.2395 1.0799
O 0.3422 2.2960 6.3664
H 0.2021 1.7800 5.5608
H 0.9597 1.7802 6.8932
O -0.6968 9.0579 -1.6625
H 0.0543 8.4615 -1.7637
H -1.2336 8.6568 -0.9701
O 0.0151 4.5488 -6.8147
H 0.8870 4.1559 -6.7139
H -0.5641 4.0777 -6.2015
O 4.9592 0.9138 0.6547
H 5.8037 0.4899 0.8357
H 4.3391 0.4900 1.2575
O -5.9987 9.7970 4.2722
H -6.5025 9.9432 5.0794
H -5.4420 10.5772 4.1826
O 0.3180 -11.8034 -1.7905
H 0.8682 -11.5000 -1.0561
H 0.0613 -12.6990 -1.5538



No. 3
11
Properties=species:S:1:pos:R:3 method="wB97M-V/def2-TZVPD" charge=-1 gap_ev=6.314
C -0.7912 -0.1518 -0.3450
O 1.5282 -0.2545 0.2616
C 1.9010 -0.5840 -1.0771
C 0.2180 -0.0317 0.5785
O 1.1072 -0.2222 -1.9714
O 2.8252 -1.3940 -1.1227
H -1.1679 -1.1533 -0.5737
H -0.0221 -0.2264 1.6282
H -0.5359 1.0161 -0.5730
Cu -2.6000 0.6025 1.1423
H -2.4626 2.3994 2.0523



No. 4
20
Properties=species:S:1:pos:R:3 method="wB97M-V/def2-TZVPD" gap_ev=9.654 smiles=N.N.N.N.N
N 1.5244 0.5156 1.7623
H 2.3502 1.0962 1.7375
H 0.7712 1.0805 1.3766
H 1.6095 -0.3072 1.1787
N 0.6723 2.6965 -1.2113
H 1.0701 3.4506 -0.6710
H 0.9872 2.7188 -2.1663
H 0.8500 1.8222 -0.7343
N 0.8389 -2.9102 1.4013
H 0.8278 -2.1292 2.0445
H 0.9949 -3.7898 1.8685
H -0.0408 -2.8895 0.9070
N -2.7497 1.0389 -0.6472
H -2.8333 0.6490 0.2750
H -2.3825 1.9728 -0.6643
H -2.2766 0.3834 -1.2440
N -0.5079 -1.2783 -1.2928
H -0.4857 -2.2669 -1.4837
H 0.1101 -1.0736 -0.5170
H -0.1626 -0.7054 -2.0496



The records above yield M values of 1103.98, 786.87, 151.61, 85.15 g mol⁻¹, respectively.